[1]
ORCA calculation (ωB97M-V with the def2-TZVPD basis set) on C20H14BrILuN2O3 as an isolated structure in a non-equilibrium geometry.

The total energy comes out at -141847.4130 eV. For the largest force on an atom, the calculation gives 0.0433 hartree/bohr. The charge is +1.

CARTESIAN COORDINATES (ANGSTROEM)
Lu1 9.7654 -9.1707 13.8464
O1 7.2711 -11.9726 16.8468
C1 8.3271 -12.7321 17.2099
C2 8.0644 -13.5467 18.3202
C3 9.0293 -14.3864 18.8571
C4 10.2806 -14.3081 18.2188
C5 10.5161 -13.4473 17.1324
C6 9.5432 -12.6425 16.5399
C7 9.6994 -11.7860 15.3032
O2 8.7327 -10.9782 14.9370
N1 10.8234 -11.7980 14.6497
N2 10.7724 -10.9993 13.5270
C8 11.9343 -10.8315 12.9326
C9 12.1494 -10.1299 11.7221
C10 13.4974 -10.2408 11.2825
C11 13.8232 -9.4560 10.1959
C12 12.8975 -8.5255 9.6436
C13 11.6033 -8.3634 10.1069
C14 11.2333 -9.1778 11.1901
O3 10.0202 -9.0286 11.7752
H1 7.5856 -11.4688 16.0334
H2 7.0780 -13.4259 18.7559
H3 8.8581 -15.0451 19.7419
H4 11.1295 -14.9134 18.5970
H5 11.5384 -13.4090 16.7508
H6 12.8039 -11.2606 13.4589
H7 14.1618 -10.9419 11.7765
H8 14.8056 -9.5334 9.7187
H9 13.2879 -7.8993 8.8245
H10 10.8827 -7.7101 9.6371
Br1 3.3458 -8.0368 13.8356
C15 4.4806 -6.7711 12.9448
C16 3.8189 -5.7624 12.2204
C17 4.4648 -5.1140 11.1582
C18 5.8018 -5.4861 10.8934
C19 6.4957 -6.3565 11.7119
C20 5.8408 -6.9877 12.7689
I1 6.7785 -8.6381 13.6887
H11 2.7669 -5.5841 12.4894
H12 3.9351 -4.3724 10.5661
H13 6.3389 -5.0073 10.0478
H14 7.5284 -6.6278 11.4698

Forces on the atoms, in the same order (eV/Å):
Lu -1.4732 -1.2271 -1.1289
O 0.2911 0.7560 -1.3421
C -1.4166 0.5164 0.2649
C 0.1534 -0.2371 0.4769
C 0.2065 0.4230 -0.4869
C 0.8639 -0.0628 -0.0457
C 1.2747 -0.8180 0.2554
C -0.2990 -0.1624 -0.1222
C 0.3861 -0.3945 1.0941
O -0.0203 1.5907 -0.3553
N 0.5046 -0.7962 0.4998
N 1.4992 0.1087 -0.0996
C -0.8013 -0.8081 0.9591
C 0.9480 0.8123 0.5649
C -1.1900 0.9724 -1.2688
C 0.4125 0.1732 -0.3589
C 0.8058 -0.0742 -0.2727
C 0.5373 -1.0285 0.2847
C -0.5266 -0.1816 0.1209
O 0.5173 0.3741 1.0832
H -0.7714 -0.4600 1.0595
H 0.0663 -0.1894 -0.0902
H 0.0946 0.7131 -0.9621
H -0.6536 0.5197 -0.3519
H -0.3173 -0.0953 -0.0547
H -0.4302 -0.2137 -0.5080
H 0.0419 0.1529 -0.2436
H -0.3423 0.1113 0.3233
H -0.4608 -0.3776 0.3832
H 0.0721 0.1599 0.1475
Br 0.5111 0.5827 0.1334
C -0.5086 -0.3209 -0.0912
C 0.0010 -0.0344 -0.1649
C 0.4859 -0.8338 0.9978
C -0.1084 1.2836 -0.6140
C 0.3342 -0.2475 -0.0714
C -0.2340 -0.1548 -0.7895
I -0.3902 -0.0931 0.3212
H 0.5820 -0.0064 -0.4094
H 0.1960 -0.1905 0.0619
H -0.4597 -0.4672 0.6596
H -0.3819 0.2251 0.1408


[2]
ORCA calculation (ωB97M-V with the def2-TZVPD basis set) on C20H14Cl5CrNO3S as an isolated structure in a non-equilibrium geometry.

The spin multiplicity is 5. The total energy comes out at -130466.2626 eV. For the largest force on an atom, the calculation gives 0.0718 hartree/bohr.

CARTESIAN COORDINATES (ANGSTROEM)
Cr1 1.5083 0.6921 -0.1163
O1 1.4334 4.6300 0.0212
C1 1.0221 3.5019 -0.0393
O2 1.7177 2.4035 -0.0123
C2 -0.4337 3.1646 -0.1508
C3 -1.4025 4.1745 -0.0371
C4 -2.7183 3.8281 -0.0726
C5 -3.0607 2.4721 -0.2644
C6 -4.4009 2.0407 -0.3421
C7 -4.6985 0.7264 -0.5690
C8 -3.6611 -0.2087 -0.7370
C9 -2.3510 0.1751 -0.6433
C10 -2.0130 1.5200 -0.3905
N1 -0.7003 1.8822 -0.2987
H1 -1.0586 5.1911 0.0905
H2 -3.5051 4.5649 0.0310
H3 -5.1879 2.7756 -0.2240
H4 -5.7273 0.3967 -0.6259
H5 -3.9086 -1.2412 -0.9474
H6 -1.5467 -0.5321 -0.7816
Cl1 4.4040 2.9023 -0.6087
C11 4.6836 1.2183 -0.3415
C12 3.6498 0.2555 -0.1237
C13 4.1868 -1.0490 0.0440
Cl2 3.2113 -2.4131 0.4499
C14 5.5417 -1.3823 -0.0453
Cl3 6.0753 -3.0107 0.1228
C15 6.4868 -0.3982 -0.2630
Cl4 8.1528 -0.7869 -0.3598
C16 6.0489 0.9065 -0.3909
Cl5 7.2292 2.1358 -0.6280
O3 0.8154 -0.8985 -0.1161
S1 -0.1008 -2.2768 -0.4458
C17 -0.2942 -2.6863 1.3317
C18 -1.5350 -3.5342 1.5523
C19 -2.5946 -3.0463 0.5660
C20 -1.9099 -3.0025 -0.7734
H7 -0.3493 -1.7291 1.8516
H8 0.6242 -3.1869 1.6306
H9 -1.8807 -3.4384 2.5820
H10 -1.3137 -4.5870 1.3653
H11 -2.9214 -2.0438 0.8512
H12 -3.4710 -3.6990 0.5642
H13 -2.3989 -2.4160 -1.5482
H14 -1.6478 -3.9907 -1.1576

Forces on the atoms, in the same order (eV/Å):
Cr 0.1408 -1.6738 -0.2944
O -0.0321 0.0539 0.0525
C 0.1347 -0.1375 0.0662
O 1.1088 3.5128 0.2712
C -0.4678 -0.3291 0.0278
C -0.0479 0.1719 -0.0195
C 0.1041 -0.0653 -0.0288
C 0.2175 -0.1171 0.0213
C -0.1812 -0.1073 -0.0102
C -0.0790 0.1422 0.0292
C 0.1193 0.1222 -0.0602
C -0.1252 0.0083 -0.0789
C -0.2918 0.1348 -0.0400
N -0.0251 0.2348 -0.0033
H -0.0108 -0.0018 -0.0024
H 0.0148 0.0280 0.0043
H -0.0074 -0.0122 -0.0086
H -0.0106 0.0418 -0.0199
H -0.0669 0.1224 0.0111
H -0.1182 0.2161 0.0134
Cl -0.5676 0.1827 -0.0512
C -0.2777 -0.4300 -0.0317
C 0.8829 -0.2141 -0.1264
C 0.0316 0.5804 -0.0004
Cl -0.7160 -0.1761 0.1161
C -0.0450 -0.0149 -0.0031
Cl 0.1402 -0.1137 0.0027
C -0.0707 -0.0130 0.0173
Cl 0.1292 -0.0269 -0.0088
C -0.0347 0.0674 -0.0044
Cl 0.2181 0.0272 -0.0212
O -0.6949 -1.3219 0.2765
S 0.1120 -1.0198 -0.0153
C 0.1256 0.0522 -0.1293
C -0.0719 0.0151 -0.1078
C 0.0732 -0.0602 0.1195
C 0.2404 0.2841 -0.0013
H -0.0139 0.0223 -0.0473
H 0.0181 0.0796 0.0634
H 0.0736 -0.0490 0.0212
H -0.0096 -0.0071 0.0210
H -0.0029 -0.1067 0.0408
H -0.0033 0.0055 -0.0185
H 0.1137 -0.1109 -0.0176
H -0.0266 0.0026 -0.0251


[3]
ORCA calculation (ωB97M-V with the def2-TZVPD basis set) on C20H14CuI2N2O2 as an isolated structure in a non-equilibrium geometry.

The total energy comes out at -88887.8774 eV. For the largest force on an atom, the calculation gives 0.0203 hartree/bohr. The charge is -1.

CARTESIAN COORDINATES (ANGSTROEM)
Cu1 0.9160 -0.2848 1.1283
O1 3.0275 -2.6001 -0.0051
C1 3.2973 -1.4400 -0.2351
N1 2.4722 -0.3469 -0.0650
C2 3.1395 0.8141 -0.3973
O2 2.7066 1.9455 -0.3242
C3 4.5181 0.4327 -0.8819
C4 5.5665 1.2041 -1.3389
C5 6.7375 0.5410 -1.6987
C6 6.8371 -0.8457 -1.5961
C7 5.7695 -1.6104 -1.1307
C8 4.6156 -0.9400 -0.7797
H1 5.4671 2.2813 -1.4062
H2 7.5893 1.1042 -2.0623
H3 7.7643 -1.3292 -1.8829
H4 5.8314 -2.6887 -1.0429
C9 2.2404 2.4953 5.2672
C10 2.0780 2.7540 3.9117
C11 1.3108 1.9132 3.1152
C12 0.6964 0.7658 3.6450
C13 0.8746 0.5161 5.0164
C14 1.6270 1.3700 5.8080
N2 0.0385 -0.1277 2.7926
C15 -1.1294 -0.7522 3.1916
C16 -1.5311 -1.9410 2.5561
C17 -2.7161 -2.5752 2.8866
C18 -3.5521 -2.0573 3.8730
C19 -3.1713 -0.8816 4.5069
C20 -1.9888 -0.2341 4.1750
H5 2.8364 3.1517 5.8905
H6 2.5469 3.6214 3.4592
H7 1.1901 2.1337 2.0580
H8 0.4219 -0.3666 5.4522
H9 1.7487 1.1417 6.8611
H10 -0.8811 -2.3558 1.7919
H11 -2.9868 -3.4898 2.3693
H12 -4.4792 -2.5546 4.1340
H13 -3.8113 -0.4477 5.2681
H14 -1.7278 0.6928 4.6712
I1 -1.1969 0.3518 -0.4164
I2 -3.4357 0.7548 -1.8306

Forces on the atoms, in the same order (eV/Å):
Cu 1.0117 -0.2361 0.0862
O -0.0037 0.0295 0.0360
C -0.0349 0.0928 -0.1648
N -0.4727 0.0937 0.4615
C 0.0171 -0.1618 -0.1731
O -0.0148 0.0136 0.0546
C -0.0723 0.0311 0.0541
C -0.0414 0.0214 0.0098
C 0.0105 -0.0203 -0.0045
C 0.0175 0.0178 -0.0091
C -0.0264 -0.0282 -0.0021
C -0.0394 -0.0291 0.0284
H 0.0386 -0.0494 -0.0088
H -0.0327 0.0031 0.0099
H -0.0434 0.0015 0.0158
H 0.0091 0.0477 -0.0040
C -0.0130 -0.0074 -0.0367
C -0.0665 -0.0810 -0.0307
C 0.0162 -0.0166 0.0585
C 0.0663 0.0531 -0.0564
C -0.0394 0.0475 0.0246
C -0.0397 -0.0224 -0.0689
N -0.0985 0.0706 -0.1196
C 0.0352 -0.0203 -0.0269
C 0.0055 -0.0016 0.0027
C 0.0274 0.0410 0.0227
C 0.0518 -0.0099 -0.0498
C 0.0690 0.0361 -0.0190
C -0.1001 -0.0252 0.0500
H -0.0258 -0.0195 -0.0305
H -0.0227 -0.0382 0.0278
H 0.0201 -0.0101 0.0416
H 0.0326 0.0143 -0.0175
H -0.0007 0.0025 -0.0079
H -0.0368 -0.0007 0.0181
H 0.0051 0.0385 0.0217
H 0.0475 0.0237 -0.0155
H 0.0151 -0.0062 -0.0174
H -0.0292 -0.0344 -0.0206
I 0.2104 0.0830 0.1998
I -0.4526 0.0557 -0.3400